[1]
DFT (ωB97M-V/def2-TZVPD) results for a structure of composition C30H21BrN7S2SbSe4Ti at a distorted geometry.

Computed properties:
2S+1 = 3
Kohn-Sham gap (alpha / beta) = 4.94 / 4.64 eV
<S²> = 2.09
DFT total energy = -15605.05882 hartree
Net charge = -2

Last column: Löwdin spin population.
CARTESIAN COORDINATES (ANGSTROEM)
Ti: 0.005 -0.108 -0.283  0.526
S: -4.856 4.810 -0.896  -0.001
C: -4.780 5.829 -2.269  0.000
C: -3.836 5.405 -3.150  0.000
C: -3.161 4.231 -2.708  0.000
C: -3.606 3.782 -1.501  0.000
C: -3.142 2.615 -0.731  0.020
C: -2.341 1.673 -1.352  0.085
N: -1.868 0.588 -0.730  0.023
C: -2.215 0.375 0.583  -0.005
C: -3.005 1.308 1.305  -0.003
C: -3.250 1.023 2.683  0.069
C: -2.705 -0.092 3.272  -0.012
C: -1.907 -1.017 2.568  0.075
C: -1.321 -2.206 3.130  -0.017
C: -0.547 -3.049 2.411  0.067
C: -0.231 -2.714 0.964  0.005
N: -1.051 -1.672 0.365  -0.056
C: -1.698 -0.803 1.190  -0.002
C: -0.048 -4.289 3.016  -0.002
C: 0.049 -4.602 4.352  0.023
C: 0.523 -5.917 4.598  0.000
C: 0.800 -6.594 3.451  0.021
S: 0.475 -5.639 2.070  0.010
C: -3.453 2.432 0.620  0.085
H: -5.438 6.682 -2.338  0.000
H: -3.608 5.902 -4.083  0.000
H: -2.363 3.770 -3.283  0.000
H: -2.055 1.779 -2.390  0.006
H: -3.854 1.716 3.257  0.004
H: -2.886 -0.285 4.326  -0.003
H: -1.570 -2.456 4.157  -0.003
H: -0.267 -3.617 0.344  0.001
H: -0.207 -3.898 5.133  0.001
H: 0.662 -6.330 5.590  -0.001
H: 1.176 -7.599 3.337  0.001
H: -4.039 3.179 1.145  0.004
C: 5.636 1.830 -1.659  0.000
C: 4.526 0.808 -1.914  -0.001
C: 3.664 0.623 -0.745  0.000
N: 2.977 0.487 0.163  0.000
H: 6.244 1.927 -2.559  0.000
H: 6.270 1.530 -0.825  0.000
H: 5.198 2.804 -1.445  0.000
H: 4.936 -0.165 -2.188  0.000
H: 3.917 1.154 -2.751  -0.002
N: 0.453 1.543 0.767  0.009
C: 0.230 2.636 0.379  0.003
N: 0.113 3.815 -0.044  0.003
C: -0.739 4.766 0.271  0.001
N: -1.441 5.652 0.537  0.000
Br: 2.651 -4.652 -2.949  0.001
C: 2.219 -3.568 -1.446  0.005
C: 2.710 -3.931 -0.143  -0.001
C: 2.332 -3.219 0.923  0.006
C: 1.274 -2.165 0.770  0.006
N: 1.262 -1.582 -0.575  -0.001
C: 1.581 -2.380 -1.611  0.001
H: 3.423 -4.744 -0.056  0.000
H: 2.739 -3.405 1.910  0.000
H: 1.399 -1.366 1.517  0.000
H: 1.366 -1.993 -2.597  0.001
Se: 3.000 3.560 -3.996  0.312
Sb: 1.236 1.923 -4.342  -0.005
Se: 0.608 0.757 -2.236  0.027
Se: -0.683 2.782 -5.541  0.007
Se: 2.517 0.362 -5.768  0.706


[2]
DFT (ωB97M-V/def2-TZVPD) results for a cluster of 12 separate species, C63H90Br2FIN15O5S in total at a distorted geometry.

Computed properties:
2S+1 = 1
Kohn-Sham gap = 5.02 eV
DFT total energy = -9595.44304 hartree
Net charge = +1

Last column: Löwdin charge in e.
CARTESIAN COORDINATES (ANGSTROEM)
C: 3.454 -2.779 1.789  -0.047
C: 3.934 -1.758 0.773  -0.204
O: 4.417 -0.524 1.366  -0.081
C: 3.600 0.533 1.064  -0.441
O: 3.982 1.484 0.416  0.146
C: 2.195 0.479 1.640  -0.084
C: 1.129 0.967 0.644  -0.172
C: -0.176 1.084 1.446  -0.143
N: -1.376 1.481 0.644  -0.075
C: -1.603 2.880 0.450  -0.638
Br: -2.426 4.049 1.735  0.954
C: -1.174 3.474 -0.671  -0.668
C: -1.359 4.944 -0.964  -0.142
Br: -0.243 2.508 -2.000  0.990
C: -2.499 0.657 0.796  -0.220
N: -3.417 0.638 1.906  -0.079
C: -4.658 1.435 1.743  -0.219
N: -5.832 0.938 2.450  -0.071
C: -5.955 -0.510 2.619  -0.117
S: -2.707 0.596 3.402  0.596
O: -1.875 -0.556 3.375  -0.243
O: -3.674 0.630 4.421  -0.161
F: -1.791 1.816 3.628  -0.136
N: -2.708 -0.243 -0.101  0.077
C: -1.894 -0.407 -1.311  -0.110
C: -2.675 0.042 -2.566  -0.284
C: -3.044 -1.164 -3.462  -0.676
I: -4.723 -0.734 -4.702  0.814
C: -3.803 -1.226 -0.002  -0.074
C: -3.485 -2.325 1.042  -0.096
C: -2.947 -3.586 0.344  -0.206
O: -1.544 -3.449 0.167  -0.201
C: -0.770 -4.430 0.846  -0.075
H: 4.095 -2.852 2.665  0.087
H: 3.494 -3.756 1.301  0.082
H: 2.417 -2.647 2.096  0.053
H: 4.774 -2.179 0.228  0.078
H: 3.142 -1.547 0.052  0.127
H: 1.926 -0.511 2.003  0.105
H: 2.148 1.121 2.525  0.138
H: 0.986 0.149 -0.066  0.110
H: 1.414 1.892 0.159  0.085
H: -0.361 0.088 1.843  0.112
H: 0.012 1.784 2.257  0.123
H: -0.926 5.569 -0.191  0.079
H: -0.952 5.165 -1.945  0.065
H: -2.435 5.108 -1.047  0.073
H: -4.491 2.448 2.099  0.056
H: -4.868 1.541 0.670  0.136
H: -6.677 1.268 2.007  0.105
H: -6.291 -1.054 1.726  0.057
H: -6.754 -0.671 3.345  0.101
H: -5.085 -0.981 3.057  0.062
H: -0.898 0.006 -1.242  0.069
H: -1.763 -1.484 -1.422  0.122
H: -3.585 0.579 -2.299  0.085
H: -2.086 0.705 -3.193  0.068
H: -3.133 -2.097 -2.912  0.034
H: -2.207 -1.306 -4.142  0.045
H: -3.878 -1.744 -0.950  0.106
H: -4.766 -0.747 0.146  0.111
H: -4.365 -2.622 1.602  0.114
H: -2.667 -1.973 1.664  0.101
H: -3.211 -4.477 0.913  0.125
H: -3.386 -3.707 -0.652  0.123
H: 0.165 -3.957 1.148  0.077
H: -1.242 -4.774 1.766  0.091
H: -0.508 -5.263 0.193  0.095
N: -8.448 -0.471 -0.033  -0.010
C: -9.762 -0.081 -0.036  -0.132
C: -10.490 -1.070 -0.638  -0.096
C: -9.584 -2.100 -1.010  -0.099
C: -8.334 -1.705 -0.622  -0.152
H: -7.688 0.062 0.341  0.101
H: -10.062 0.862 0.387  0.108
H: -11.555 -1.059 -0.795  0.098
H: -9.826 -3.026 -1.504  0.096
H: -7.377 -2.191 -0.715  0.095
N: -3.764 7.423 4.449  0.010
C: -3.135 7.131 3.268  -0.171
C: -2.686 8.305 2.726  -0.106
C: -3.053 9.348 3.617  -0.097
C: -3.712 8.772 4.669  -0.130
H: -4.193 6.753 5.060  0.133
H: -3.061 6.118 2.913  -0.016
H: -2.152 8.406 1.795  0.091
H: -2.853 10.399 3.498  0.096
H: -4.147 9.204 5.553  0.099
N: 2.751 0.520 -6.329  -0.002
C: 1.491 0.587 -5.800  -0.137
C: 1.605 1.070 -4.522  -0.130
C: 2.980 1.318 -4.277  -0.103
C: 3.660 0.969 -5.405  -0.135
H: 2.976 0.192 -7.251  0.138
H: 0.631 0.280 -6.371  0.111
H: 0.809 1.227 -3.819  -0.024
H: 3.419 1.704 -3.372  0.096
H: 4.712 0.998 -5.633  0.116
N: 0.168 -2.003 4.904  0.003
C: 0.964 -1.015 5.412  -0.152
C: 1.881 -1.598 6.242  -0.109
C: 1.630 -2.995 6.240  -0.093
C: 0.566 -3.214 5.403  -0.137
H: -0.581 -1.849 4.258  0.086
H: 0.814 0.016 5.135  0.104
H: 2.651 -1.081 6.790  0.090
H: 2.170 -3.751 6.784  0.095
H: 0.065 -4.124 5.117  0.102
N: 6.643 -1.966 -3.306  0.006
C: 7.168 -1.747 -2.059  -0.145
C: 6.301 -0.941 -1.373  -0.107
C: 5.203 -0.670 -2.234  -0.098
C: 5.442 -1.314 -3.418  -0.132
H: 7.073 -2.519 -4.024  0.143
H: 8.110 -2.180 -1.772  0.119
H: 6.435 -0.585 -0.364  0.099
H: 4.338 -0.069 -2.009  0.076
H: 4.862 -1.364 -4.323  0.081
N: 4.147 -2.968 -6.923  0.013
C: 2.829 -2.651 -7.118  -0.140
C: 2.250 -3.675 -7.819  -0.098
C: 3.257 -4.651 -8.052  -0.107
C: 4.414 -4.186 -7.485  -0.145
H: 4.814 -2.395 -6.442  0.126
H: 2.422 -1.731 -6.742  0.073
H: 1.220 -3.722 -8.130  0.093
H: 3.142 -5.587 -8.574  0.092
H: 5.401 -4.615 -7.432  0.098
N: -5.581 5.815 -1.262  -0.013
C: -5.967 5.771 -2.578  -0.148
C: -6.052 7.059 -3.031  -0.105
C: -5.700 7.914 -1.950  -0.102
C: -5.412 7.119 -0.875  -0.141
H: -5.443 5.016 -0.674  0.124
H: -6.147 4.832 -3.073  0.101
H: -6.335 7.357 -4.026  0.094
H: -5.663 8.990 -1.964  0.095
H: -5.105 7.366 0.128  0.102
N: 6.458 -6.736 -9.114  -0.002
C: 7.632 -6.900 -9.798  -0.139
C: 8.264 -8.002 -9.288  -0.110
C: 7.437 -8.526 -8.258  -0.112
C: 6.330 -7.726 -8.177  -0.151
H: 5.792 -6.003 -9.277  0.118
H: 7.914 -6.222 -10.585  0.106
H: 9.213 -8.390 -9.616  0.091
H: 7.634 -9.393 -7.649  0.090
H: 5.465 -7.774 -7.536  0.102
N: 6.546 -6.204 -1.249  0.008
C: 6.493 -4.838 -1.216  -0.136
C: 6.481 -4.450 0.097  -0.115
C: 6.534 -5.630 0.888  -0.104
C: 6.576 -6.695 0.028  -0.136
H: 6.562 -6.763 -2.082  0.145
H: 6.466 -4.263 -2.124  0.085
H: 6.441 -3.433 0.451  0.077
H: 6.543 -5.690 1.964  0.093
H: 6.624 -7.754 0.214  0.108
N: 5.708 -0.285 3.712  0.014
C: 4.770 -0.189 4.705  -0.147
C: 5.413 0.176 5.857  -0.113
C: 6.793 0.310 5.547  -0.110
C: 6.942 0.022 4.217  -0.131
H: 5.520 -0.540 2.759  0.095
H: 3.730 -0.390 4.506  0.081
H: 4.947 0.331 6.817  0.085
H: 7.584 0.587 6.223  0.090
H: 7.817 0.007 3.590  0.107
N: -5.284 7.279 7.908  -0.009
C: -4.697 8.307 8.598  -0.147
C: -3.993 7.768 9.639  -0.103
C: -4.154 6.357 9.575  -0.107
C: -4.952 6.086 8.497  -0.150
H: -5.866 7.383 7.099  0.134
H: -4.834 9.330 8.289  0.105
H: -3.424 8.321 10.366  0.094
H: -3.732 5.627 10.244  0.092
H: -5.314 5.152 8.100  0.101


[3]
DFT (ωB97M-V/def2-TZVPD) results for the molecule C5H14N2 at a distorted geometry.

Computed properties:
2S+1 = 1
SMILES = CC(C)CNCN
Kohn-Sham gap = 9.92 eV
DFT total energy = -308.37200 hartree
Net charge = 0

Last column: Löwdin charge in e.
CARTESIAN COORDINATES (ANGSTROEM)
C: 0.718 -0.929 2.287  -0.079
C: 0.379 0.089 1.141  -0.404
C: 1.513 1.080 0.935  -0.089
C: -0.144 -0.660 -0.091  -0.161
N: -1.485 -0.005 -0.455  -0.060
C: -1.440 0.616 -1.804  -0.314
N: -0.844 -0.068 -2.967  -0.012
H: 1.753 -0.851 2.641  0.066
H: 0.166 -0.785 3.221  0.068
H: 0.561 -1.967 2.012  0.054
H: -0.419 0.650 1.632  0.117
H: 1.880 1.522 1.855  0.073
H: 1.072 1.925 0.386  0.075
H: 2.354 0.735 0.350  0.072
H: 0.487 -0.490 -0.961  0.091
H: -0.330 -1.705 0.125  0.101
H: -2.202 -0.722 -0.527  0.085
H: -0.874 1.539 -1.677  0.105
H: -2.473 0.827 -2.103  0.101
H: 0.108 0.277 -2.972  0.047
H: -0.781 -1.077 -3.027  0.064


Copy entry 1 word for word.
DFT (ωB97M-V/def2-TZVPD) results for a structure of composition C30H21BrN7S2SbSe4Ti at a distorted geometry.

Computed properties:
2S+1 = 3
Kohn-Sham gap (alpha / beta) = 4.94 / 4.64 eV
<S²> = 2.09
DFT total energy = -15605.05882 hartree
Net charge = -2

Last column: Löwdin spin population.
CARTESIAN COORDINATES (ANGSTROEM)
Ti: 0.005 -0.108 -0.283  0.526
S: -4.856 4.810 -0.896  -0.001
C: -4.780 5.829 -2.269  0.000
C: -3.836 5.405 -3.150  0.000
C: -3.161 4.231 -2.708  0.000
C: -3.606 3.782 -1.501  0.000
C: -3.142 2.615 -0.731  0.020
C: -2.341 1.673 -1.352  0.085
N: -1.868 0.588 -0.730  0.023
C: -2.215 0.375 0.583  -0.005
C: -3.005 1.308 1.305  -0.003
C: -3.250 1.023 2.683  0.069
C: -2.705 -0.092 3.272  -0.012
C: -1.907 -1.017 2.568  0.075
C: -1.321 -2.206 3.130  -0.017
C: -0.547 -3.049 2.411  0.067
C: -0.231 -2.714 0.964  0.005
N: -1.051 -1.672 0.365  -0.056
C: -1.698 -0.803 1.190  -0.002
C: -0.048 -4.289 3.016  -0.002
C: 0.049 -4.602 4.352  0.023
C: 0.523 -5.917 4.598  0.000
C: 0.800 -6.594 3.451  0.021
S: 0.475 -5.639 2.070  0.010
C: -3.453 2.432 0.620  0.085
H: -5.438 6.682 -2.338  0.000
H: -3.608 5.902 -4.083  0.000
H: -2.363 3.770 -3.283  0.000
H: -2.055 1.779 -2.390  0.006
H: -3.854 1.716 3.257  0.004
H: -2.886 -0.285 4.326  -0.003
H: -1.570 -2.456 4.157  -0.003
H: -0.267 -3.617 0.344  0.001
H: -0.207 -3.898 5.133  0.001
H: 0.662 -6.330 5.590  -0.001
H: 1.176 -7.599 3.337  0.001
H: -4.039 3.179 1.145  0.004
C: 5.636 1.830 -1.659  0.000
C: 4.526 0.808 -1.914  -0.001
C: 3.664 0.623 -0.745  0.000
N: 2.977 0.487 0.163  0.000
H: 6.244 1.927 -2.559  0.000
H: 6.270 1.530 -0.825  0.000
H: 5.198 2.804 -1.445  0.000
H: 4.936 -0.165 -2.188  0.000
H: 3.917 1.154 -2.751  -0.002
N: 0.453 1.543 0.767  0.009
C: 0.230 2.636 0.379  0.003
N: 0.113 3.815 -0.044  0.003
C: -0.739 4.766 0.271  0.001
N: -1.441 5.652 0.537  0.000
Br: 2.651 -4.652 -2.949  0.001
C: 2.219 -3.568 -1.446  0.005
C: 2.710 -3.931 -0.143  -0.001
C: 2.332 -3.219 0.923  0.006
C: 1.274 -2.165 0.770  0.006
N: 1.262 -1.582 -0.575  -0.001
C: 1.581 -2.380 -1.611  0.001
H: 3.423 -4.744 -0.056  0.000
H: 2.739 -3.405 1.910  0.000
H: 1.399 -1.366 1.517  0.000
H: 1.366 -1.993 -2.597  0.001
Se: 3.000 3.560 -3.996  0.312
Sb: 1.236 1.923 -4.342  -0.005
Se: 0.608 0.757 -2.236  0.027
Se: -0.683 2.782 -5.541  0.007
Se: 2.517 0.362 -5.768  0.706


Q: Number 1 is which compound?
A: C30H21BrN7S2SbSe4Ti


Q: Look up the DFT total energy of the third one.
A: -308.37200 hartree


Repeat the third record exactly.
DFT (ωB97M-V/def2-TZVPD) results for the molecule C5H14N2 at a distorted geometry.

Computed properties:
2S+1 = 1
SMILES = CC(C)CNCN
Kohn-Sham gap = 9.92 eV
DFT total energy = -308.37200 hartree
Net charge = 0

Last column: Löwdin charge in e.
CARTESIAN COORDINATES (ANGSTROEM)
C: 0.718 -0.929 2.287  -0.079
C: 0.379 0.089 1.141  -0.404
C: 1.513 1.080 0.935  -0.089
C: -0.144 -0.660 -0.091  -0.161
N: -1.485 -0.005 -0.455  -0.060
C: -1.440 0.616 -1.804  -0.314
N: -0.844 -0.068 -2.967  -0.012
H: 1.753 -0.851 2.641  0.066
H: 0.166 -0.785 3.221  0.068
H: 0.561 -1.967 2.012  0.054
H: -0.419 0.650 1.632  0.117
H: 1.880 1.522 1.855  0.073
H: 1.072 1.925 0.386  0.075
H: 2.354 0.735 0.350  0.072
H: 0.487 -0.490 -0.961  0.091
H: -0.330 -1.705 0.125  0.101
H: -2.202 -0.722 -0.527  0.085
H: -0.874 1.539 -1.677  0.105
H: -2.473 0.827 -2.103  0.101
H: 0.108 0.277 -2.972  0.047
H: -0.781 -1.077 -3.027  0.064